No. 1
Density functional theory data (ωB97M-V/def2-TZVPD) for an isolated ion of composition C5H6N and charge +1.

Last column: natural (NBO) charge in e.
Element x y z (Å)
C -2.985 0.475 0.007  0.409
N -1.992 -0.118 -0.063  -0.150
C -0.877 -0.797 -0.061  -0.170
C 0.339 -0.250 0.026  0.203
C 1.801 -0.493 0.020  -0.439
C 1.169 0.942 -0.037  -0.451
H -3.942 0.767 0.342  0.294
H -0.940 -1.803 -0.021  0.259
H 2.414 -0.851 0.795  0.265
H 2.305 -0.950 -0.795  0.263
H 1.438 1.475 -0.923  0.266
H 1.271 1.604 0.710  0.252

Highest occupied orbital energy = -0.5529 Eh
Structure (SMILES) = C#[N+]C=C1CC1
Net charge = +1


No. 2
Density functional theory data (ωB97M-V/def2-TZVPD) for an isolated ion of composition C5H6N and charge +1.

Last column: Löwdin spin population.
Element x y z (Å)
C -0.639 1.702 2.512  0.381
C -0.162 0.911 1.729  0.124
C 0.208 -0.073 0.842  0.430
C 0.615 0.016 -0.598  0.236
C -0.375 -0.849 -1.439  0.217
N 0.979 -1.141 -1.483  0.518
H -1.211 2.087 3.381  0.016
H -0.018 -0.941 1.350  0.021
H 0.920 1.002 -1.037  0.008
H -1.010 -1.467 -0.706  0.025
H 1.485 -0.911 -2.348  0.014
H -0.792 -0.336 -2.202  0.010

Highest occupied orbital energy (alpha / beta) = -0.4641 / -0.5415 Eh
2S+1 = 3
Net charge = +1


No. 3
Density functional theory data (ωB97M-V/def2-TZVPD) for an isolated ion of composition C5H6N and charge +1.

Last column: Löwdin spin population.
Element x y z (Å)
C -0.152 -0.275 0.159  0.188
C 1.241 -0.103 0.025  0.579
C -2.583 -0.379 -0.030  0.030
C 2.401 -0.712 -0.035  0.715
C 0.354 1.085 0.049  0.117
N -1.346 -0.329 0.006  0.199
H -3.176 -0.406 0.874  0.017
H -3.091 -0.337 -0.987  0.016
H 2.496 -1.781 0.051  0.031
H 3.301 -0.133 -0.178  0.032
H 0.160 1.644 -0.859  0.036
H 0.395 1.726 0.926  0.039

Highest occupied orbital energy (alpha / beta) = -0.4328 / -0.5730 Eh
2S+1 = 3
Net charge = +1